*w*
21
Properties=species:S:1:pos:R:3:lowdin_charge:R:1 method="wB97M-V/def2-TZVPD" smiles=O.O.O.O.O.O.O lumo_energy_ha=-0.0029 orbital_gap_ha=0.419
O -0.70444 -0.55078 -0.72648 -0.0120
H 0.05317 0.06985 -0.83309 0.0309
H -1.20166 -0.40925 0.01848 -0.0119
O -6.21170 -0.38311 -1.13827 -0.0972
H -5.30027 0.00752 -0.82467 0.0922
H -5.98914 -0.57231 -2.04012 0.0050
O -0.67362 1.37666 2.71207 -0.0232
H -0.11989 2.06343 2.92946 -0.0138
H -1.25582 1.06762 3.41642 0.0481
O 0.10346 -3.11014 0.95889 -0.0424
H -0.56505 -2.73430 0.37339 0.0189
H 0.25276 -2.47091 1.62542 0.0038
O 1.57074 4.27419 -1.14859 -0.0058
H 1.97170 3.94930 -0.34107 0.0360
H 1.57275 3.63473 -1.77071 -0.0365
O 3.54024 -2.79409 -1.17522 -0.0174
H 3.28208 -3.23873 -0.44071 -0.0306
H 4.02719 -2.00127 -0.87026 0.0520
O 2.14178 0.82665 -0.08008 -0.0570
H 2.33778 -0.01805 -0.48682 0.0254
H 1.16794 1.01302 -0.15804 0.0355

*x*
21
Properties=species:S:1:pos:R:3:lowdin_charge:R:1 method="wB97M-V/def2-TZVPD" lumo_energy_ha=-0.0083 orbital_gap_ha=0.333
O 22.84600 14.53100 24.44600 0.2095
H 22.37100 14.90300 23.77200 0.0209
H 23.80900 14.76700 24.12800 0.0945
H 22.42300 14.63900 25.29900 0.0699
O 25.26200 15.32300 23.71900 -0.2744
H 25.74900 14.76300 24.11900 -0.1571
O 21.83200 15.27100 26.75600 0.0989
H 21.47800 14.53200 27.17800 0.0585
H 21.41200 16.01700 26.75800 -0.0170
O 23.20500 16.82100 22.95600 -0.0227
H 23.89100 16.28200 23.10300 -0.1090
H 23.30600 17.51600 23.65800 0.0858
O 25.38900 14.25900 21.31900 -0.0116
H 25.53000 13.36400 21.20500 -0.0141
H 25.66500 14.39000 22.17700 -0.0661
O 25.61400 15.35300 26.72600 -0.1002
H 25.46400 14.42600 26.49600 0.0175
H 25.45700 15.70700 25.79300 0.0327
O 20.61900 14.65300 22.83100 -0.0018
H 20.51400 15.17700 22.05800 0.0470
H 19.80800 14.48600 23.27900 0.0390

*y*
21
Properties=species:S:1:pos:R:3:lowdin_charge:R:1 method="wB97M-V/def2-TZVPD" smiles=O.O.O.O.O.O.O lumo_energy_ha=0.0031 orbital_gap_ha=0.388
O -0.11166 -0.12491 -1.43397 -0.0534
H 0.28178 0.57546 -0.86701 0.0220
H 0.37232 -0.02171 -2.23636 0.0636
O -0.01113 -0.99941 1.68733 -0.0369
H 0.39694 -1.33145 0.88869 0.0013
H -0.04170 -1.68714 2.35502 0.0703
O -2.33076 -1.36957 -0.13001 -0.0454
H -1.75990 -1.12221 -0.85952 0.0038
H -1.96592 -1.97381 0.49863 0.0180
O -2.57107 1.78952 0.07878 -0.0376
H -2.79684 1.79241 -0.87483 0.0809
H -2.44154 0.89812 0.33983 -0.0079
O 0.24039 1.46824 0.54569 -0.1015
H 0.00933 0.79302 1.22844 0.0478
H -0.72119 1.80729 0.53069 0.0788
O 1.94385 -1.38234 -0.29206 -0.0879
H 1.13100 -1.02645 -0.80125 0.0191
H 2.48670 -1.73132 -0.99262 0.0457
O 2.90830 1.42017 0.17272 -0.0754
H 2.89566 0.63339 -0.43128 0.0292
H 2.08543 1.59270 0.59309 -0.0346

*z*
21
Properties=species:S:1:pos:R:3:lowdin_charge:R:1 method="wB97M-V/def2-TZVPD" smiles=O.O.O.O.O.O.O lumo_energy_ha=0.0035 orbital_gap_ha=0.420
O -0.24962 1.01290 0.41278 -0.0644
H -0.58818 1.83977 0.80738 0.0641
H 0.64556 0.90974 0.74610 0.0282
O 4.89063 1.80619 -0.61210 -0.0876
H 4.08833 2.02345 -0.13140 0.0170
H 4.85454 0.81227 -0.80157 0.0701
O -2.32586 -1.12425 -1.57751 -0.0428
H -2.58894 -0.18191 -1.39712 0.0635
H -2.35179 -1.54687 -0.76857 -0.0488
O -0.96148 -3.40277 0.18089 -0.0435
H -0.73979 -4.26535 -0.25649 0.0785
H -1.79652 -3.37998 0.57590 -0.0020
O -3.15769 3.69921 -0.36064 -0.0330
H -3.53432 3.88805 -1.17726 -0.0064
H -2.37110 3.21068 -0.66043 0.0379
O 0.23103 -0.01146 2.65059 -0.0405
H -0.09130 -0.26817 1.85396 -0.0648
H 0.07790 -0.71972 3.32053 0.0751
O 2.06671 -1.20162 -1.25438 -0.0211
H 1.34098 -1.75058 -1.10254 -0.0112
H 2.56092 -1.34957 -0.44813 0.0316

*y* is the most stable structure shown above.